[1]
C48H94N4O10 | the ωB97M-V functional and the def2-TZVPD basis

Calculated values
- HOMO energy: -7.63 eV
- ΔE to the lowest compared entry with this formula, charge and spin: 168.0 kcal/mol
- Net charge: 0
- SMILES: CC1(C)CCCC(C)(C)N1O.CC1(C)CCCC(C)(C)N1O.CC1(C)CCCC(C)(C)N1O.CC1(C)CCCC(C)(C)N1O.O=C1CCCO1.O=C1CCCO1.O=C1CCCO1
- Orbital gap: 7.9 eV

```
156
C48H94N4O10 the ωB97M-V functional and the def2-TZVPD basis
C 11.090 0.923 1.601
C 11.307 1.444 3.097
C 12.706 2.017 3.204
C 10.312 2.561 3.520
C 8.925 1.951 3.732
C 8.923 0.923 4.851
C 9.977 -0.210 4.624
C 10.317 -0.774 6.006
C 9.490 -1.270 3.686
N 11.311 0.245 4.040
O 12.201 -0.698 3.785
H 10.834 1.681 0.860
H 12.081 0.549 1.346
H 10.434 0.066 1.441
H 13.528 1.335 2.988
H 12.779 2.836 2.489
H 12.980 2.279 4.227
H 10.686 3.173 4.341
H 10.141 3.291 2.729
H 8.111 2.651 3.921
H 8.455 1.564 2.828
H 7.969 0.433 4.658
H 9.105 1.337 5.843
H 9.747 -1.674 6.235
H 10.462 -0.078 6.833
H 11.232 -1.360 6.097
H 10.042 -2.200 3.826
H 9.449 -1.213 2.598
H 8.467 -1.556 3.929
H 13.027 -0.424 4.190
C 0.888 -5.870 -6.276
C 1.152 -4.280 -6.167
C 1.607 -3.909 -4.746
C 2.350 -3.707 -7.100
C 2.032 -3.832 -8.677
C 0.694 -3.085 -8.773
C -0.501 -3.218 -7.868
C -1.443 -1.981 -7.830
C -1.311 -4.555 -8.330
N -0.011 -3.460 -6.512
O -1.124 -3.653 -5.640
H 0.872 -6.206 -7.313
H 1.869 -6.177 -5.914
H 0.073 -6.145 -5.606
H 0.797 -4.242 -4.096
H 2.621 -4.141 -4.421
H 1.408 -2.849 -4.592
H 2.720 -2.736 -6.771
H 3.249 -4.277 -6.867
H 2.744 -3.402 -9.382
H 1.820 -4.862 -8.963
H 0.370 -3.136 -9.812
H 0.939 -2.033 -8.628
H -2.186 -1.949 -7.033
H -1.934 -2.106 -8.795
H -0.920 -1.026 -7.765
H -1.510 -4.561 -9.402
H -2.173 -4.565 -7.663
H -0.727 -5.428 -8.038
H -0.825 -3.194 -4.851
C 1.454 1.690 2.008
C 1.292 0.898 0.636
C 2.723 0.571 -0.009
C 0.767 -0.527 0.974
C -0.753 -0.524 0.939
C -1.213 -0.027 -0.454
C -0.845 1.422 -0.748
C -0.839 1.382 -2.294
C -1.886 2.401 -0.124
N 0.546 1.687 -0.339
O 0.967 3.039 -0.561
H 1.905 2.670 1.852
H 0.527 1.864 2.555
H 2.118 1.133 2.668
H 2.598 0.167 -1.014
H 3.361 1.447 -0.121
H 3.291 -0.198 0.515
H 1.094 -1.113 0.115
H 1.076 -0.982 1.916
H -1.104 -1.477 1.334
H -1.066 0.278 1.607
H -2.235 -0.222 -0.129
H -1.172 -0.754 -1.265
H -1.812 1.215 -2.757
H -0.042 0.756 -2.693
H -0.542 2.343 -2.716
H -1.793 2.393 0.962
H -2.912 2.069 -0.277
H -1.787 3.382 -0.590
H 0.649 3.488 0.225
C -8.313 0.113 2.416
C -9.641 0.431 1.692
C -9.726 1.837 1.099
C -9.790 -0.446 0.418
C -10.483 -1.768 0.626
C -11.879 -1.632 1.432
C -11.641 -0.881 2.770
C -13.050 -0.508 3.345
C -10.979 -1.829 3.834
N -10.884 0.326 2.529
O -10.679 1.057 3.697
H -8.414 -0.779 3.033
H -7.485 0.170 1.708
H -8.134 0.956 3.084
H -9.494 2.512 1.924
H -9.051 2.129 0.295
H -10.660 2.269 0.739
H -10.332 0.106 -0.350
H -8.782 -0.738 0.120
H -10.468 -2.428 -0.241
H -9.867 -2.375 1.290
H -12.243 -2.649 1.577
H -12.533 -1.066 0.767
H -13.774 -1.319 3.274
H -13.506 0.244 2.700
H -12.901 -0.237 4.390
H -11.488 -2.792 3.855
H -10.755 -1.447 4.830
H -10.016 -2.115 3.411
H -11.314 1.778 3.686
O -4.398 -8.962 5.640
C -4.591 -8.072 4.835
C -4.677 -8.232 3.311
C -4.555 -6.802 2.774
C -4.904 -5.910 3.949
O -4.529 -6.690 5.113
H -4.022 -9.031 2.964
H -5.713 -8.567 3.266
H -3.494 -6.780 2.522
H -5.113 -6.578 1.865
H -4.307 -5.004 3.849
H -5.955 -5.626 3.894
O 1.400 4.287 -6.257
C 2.502 4.174 -5.769
C 3.142 2.824 -5.282
C 4.575 3.182 -5.449
C 4.637 4.703 -5.266
O 3.334 5.198 -5.634
H 3.033 2.556 -4.231
H 2.768 2.071 -5.975
H 5.120 2.526 -4.771
H 5.079 2.896 -6.372
H 4.773 5.032 -4.236
H 5.438 5.177 -5.834
O -0.731 7.451 3.410
C -0.556 8.519 4.028
C 0.163 9.723 3.611
C -0.487 10.627 4.618
C -0.793 9.869 5.877
O -0.927 8.589 5.307
H 1.242 9.667 3.756
H -0.059 10.130 2.624
H 0.014 11.560 4.877
H -1.437 11.051 4.293
H 0.077 9.723 6.518
H -1.757 10.114 6.321
```


[2]
C48H96IO36Tl | the ωB97M-V functional and the def2-TZVPD basis

Calculated values
- HOMO energy: -14.05 eV
- Net charge: +2
- Orbital gap: 2.6 eV

```
182
C48H96IO36Tl the ωB97M-V functional and the def2-TZVPD basis
Tl -15.751 16.322 7.966
I -19.332 15.668 9.405
C -20.929 9.829 11.937
C -21.439 10.679 13.119
O -20.504 10.931 14.129
C -19.387 11.655 13.955
O -18.949 12.158 12.918
O -18.796 11.643 15.083
C -17.472 12.063 15.224
H -20.747 8.837 12.350
H -20.096 10.306 11.420
H -21.634 9.744 11.110
H -22.292 10.159 13.554
H -21.860 11.631 12.796
H -16.805 11.817 14.399
H -17.101 11.726 16.192
H -17.363 13.142 15.340
C -22.446 12.636 9.371
C -21.472 12.336 8.288
O -21.653 11.012 8.043
C -21.466 10.387 6.848
O -21.179 10.870 5.752
O -21.615 9.082 7.137
C -21.494 8.194 6.081
H -22.204 12.230 10.353
H -23.477 12.388 9.119
H -22.352 13.667 9.712
H -20.435 12.586 8.517
H -21.602 12.935 7.386
H -20.531 8.267 5.575
H -22.340 8.445 5.442
H -21.626 7.135 6.303
C -14.769 13.913 1.695
C -15.138 14.591 2.979
O -16.464 14.127 3.277
C -17.158 14.571 4.345
O -16.690 15.326 5.236
O -18.380 14.070 4.207
C -19.306 14.381 5.244
H -14.904 12.833 1.757
H -13.772 14.138 1.315
H -15.511 14.243 0.968
H -15.046 15.671 2.864
H -14.461 14.404 3.812
H -19.270 13.659 6.060
H -20.308 14.300 4.823
H -19.243 15.415 5.584
C -20.811 20.957 16.336
C -19.566 19.985 16.218
O -20.087 18.627 16.129
C -20.490 18.134 14.938
O -20.679 18.773 13.888
O -20.689 16.782 15.090
C -20.972 16.036 13.944
H -21.703 20.494 15.915
H -20.601 21.902 15.834
H -21.140 21.126 17.361
H -18.933 20.035 17.104
H -18.907 20.177 15.372
H -20.940 14.989 14.245
H -20.263 16.153 13.125
H -22.019 16.068 13.644
C -13.015 18.574 13.374
C -14.030 18.059 12.328
O -15.372 18.656 12.431
C -16.294 18.352 11.620
O -16.216 17.547 10.749
O -17.393 18.949 12.044
C -18.618 18.725 11.431
H -12.832 19.628 13.164
H -12.053 18.079 13.240
H -13.490 18.364 14.332
H -14.068 16.978 12.459
H -13.591 18.262 11.352
H -19.306 19.525 11.705
H -19.117 17.779 11.639
H -18.520 18.714 10.346
C -17.135 10.651 10.156
C -18.000 11.768 9.487
O -17.724 11.523 8.138
C -17.174 12.375 7.362
O -16.708 13.467 7.667
O -16.945 11.891 6.132
C -17.386 10.562 5.683
H -16.084 10.933 10.086
H -17.374 9.637 9.838
H -17.305 10.680 11.233
H -17.503 12.692 9.786
H -19.037 11.701 9.814
H -16.796 10.308 4.802
H -18.441 10.554 5.406
H -17.153 9.803 6.430
C -24.612 23.078 11.077
C -23.471 22.982 10.076
O -22.927 21.658 10.145
C -21.938 21.197 9.438
O -21.450 21.779 8.465
O -21.603 19.910 9.778
C -22.269 19.213 10.760
H -24.755 24.134 11.304
H -24.586 22.439 11.960
H -25.592 22.825 10.674
H -22.738 23.784 10.159
H -23.962 23.020 9.103
H -21.970 18.168 10.673
H -23.342 19.362 10.638
H -21.984 19.507 11.770
C -17.073 22.944 9.977
C -18.334 22.432 9.214
O -18.079 21.044 9.174
C -17.335 20.413 8.197
O -17.036 19.230 8.189
O -16.939 21.283 7.236
C -15.969 20.851 6.248
H -17.075 24.002 10.238
H -16.152 22.905 9.397
H -16.960 22.318 10.863
H -18.500 22.903 8.246
H -19.270 22.674 9.717
H -15.012 20.579 6.694
H -15.618 21.743 5.730
H -16.323 20.110 5.531
C -17.646 17.678 1.945
C -17.184 18.103 3.344
O -18.376 18.522 3.993
C -18.592 18.205 5.308
O -17.757 17.658 6.093
O -19.813 18.611 5.613
C -20.395 18.611 6.928
H -18.039 16.662 1.958
H -16.784 17.686 1.276
H -18.323 18.390 1.472
H -16.473 18.923 3.448
H -16.762 17.208 3.800
H -20.749 19.593 7.243
H -19.774 18.320 7.775
H -21.409 18.217 6.990
C -26.376 19.985 9.142
C -26.802 18.777 8.359
O -25.854 17.658 8.518
C -24.982 17.343 7.546
O -24.834 17.916 6.476
O -24.292 16.279 7.829
C -23.350 15.793 6.908
H -25.461 20.424 8.743
H -26.308 19.677 10.185
H -27.129 20.766 9.041
H -27.059 19.012 7.326
H -27.793 18.503 8.721
H -23.860 15.241 6.117
H -22.669 15.085 7.381
H -22.734 16.640 6.606
C -17.327 15.685 13.893
C -17.419 14.963 12.572
O -16.290 14.118 12.494
C -15.702 13.827 11.411
O -15.746 14.390 10.258
O -14.960 12.831 11.712
C -13.909 12.352 10.881
H -17.742 15.102 14.716
H -17.972 16.562 13.850
H -16.303 15.974 14.127
H -17.351 15.685 11.758
H -18.388 14.485 12.424
H -12.887 12.511 11.224
H -14.070 12.822 9.911
H -14.076 11.283 10.749
C -25.370 20.099 15.515
C -25.709 18.655 15.152
O -24.964 18.403 13.984
C -24.754 17.142 13.532
O -25.230 16.127 13.981
O -24.116 17.230 12.324
C -23.873 16.105 11.510
H -25.113 20.653 14.612
H -24.547 20.151 16.228
H -26.225 20.575 15.995
H -26.756 18.638 14.850
H -25.450 17.908 15.903
H -24.769 15.870 10.935
H -23.718 15.198 12.095
H -23.091 16.263 10.768
```